[1]
DFT (ωB97M-V/def2-TZVPD) results for a cluster of 11 separate species, C62H59F9N2 in total.

Each line ends with the Mulliken charge.
CARTESIAN COORDINATES (ANGSTROEM)
F -17.320 -14.404 13.573  -0.2091
C -16.550 -13.383 14.050  0.2173
C -16.394 -13.259 15.441  -0.5793
C -15.730 -12.150 15.974  -0.0383
C -15.245 -11.195 15.148  -0.2511
C -15.306 -11.281 13.735  -1.6308
C -16.045 -12.402 13.224  -0.1849
H -16.842 -14.068 15.999  0.1400
H -15.616 -12.054 17.044  0.4410
H -14.723 -10.338 15.547  0.3455
H -14.985 -10.462 13.109  0.8557
H -16.198 -12.462 12.157  0.7356
F -20.191 -21.060 14.856  -0.3199
C -19.278 -20.141 15.241  0.0744
C -18.309 -20.474 16.184  -0.2957
C -17.428 -19.525 16.625  -0.7849
C -17.474 -18.249 16.058  -0.4481
C -18.377 -17.911 15.074  -0.3177
C -19.289 -18.863 14.650  -0.3974
H -18.284 -21.509 16.490  0.4226
H -16.634 -19.813 17.298  0.4315
H -16.744 -17.486 16.286  0.6691
H -18.281 -16.952 14.588  0.4274
H -20.065 -18.617 13.940  0.5011
F -14.375 -16.107 16.012  -0.0806
C -13.475 -16.018 14.991  -0.0733
C -12.929 -17.134 14.400  -0.6043
C -11.920 -16.959 13.445  -0.7282
C -11.516 -15.712 13.138  -0.7190
C -12.133 -14.541 13.625  -0.4990
C -13.149 -14.747 14.549  0.4369
H -13.241 -18.126 14.690  0.4930
H -11.393 -17.802 13.023  0.4638
H -10.697 -15.719 12.434  0.3111
H -11.778 -13.571 13.311  0.4153
H -13.501 -13.889 15.101  0.5149
F -13.041 -9.861 9.804  -0.3731
C -13.156 -11.198 9.749  0.4709
C -12.055 -11.999 9.957  -0.5257
C -12.262 -13.371 10.080  -0.5397
C -13.528 -13.949 10.130  -0.2860
C -14.597 -13.110 9.879  -0.4516
C -14.455 -11.738 9.706  -0.3849
H -11.101 -11.496 9.895  0.5438
H -11.446 -14.041 10.309  0.3647
H -13.700 -15.001 10.302  0.3876
H -15.581 -13.554 9.904  0.4163
H -15.346 -11.128 9.699  0.4281
F -12.446 -11.660 16.569  -0.1424
C -11.554 -11.213 15.640  -0.1834
C -11.842 -11.172 14.266  0.2697
C -10.957 -10.686 13.362  -0.4620
C -9.647 -10.395 13.795  -0.5292
C -9.315 -10.430 15.154  -0.7867
C -10.287 -10.805 16.103  -0.2867
H -12.818 -11.507 13.947  0.4759
H -11.132 -10.626 12.298  0.3506
H -8.981 -10.127 12.988  0.4189
H -8.342 -10.117 15.502  0.4010
H -9.989 -10.886 17.138  0.5242
F -20.905 -9.611 10.909  -0.3754
C -19.616 -9.397 11.169  0.0151
C -18.900 -8.705 10.192  -0.6569
C -17.517 -8.519 10.401  -0.7805
C -17.011 -8.849 11.666  -0.4443
C -17.777 -9.437 12.633  -0.1319
C -19.097 -9.745 12.400  -0.2157
H -19.402 -8.363 9.299  0.4801
H -16.882 -7.984 9.709  0.4936
H -15.997 -8.586 11.931  0.4935
H -17.412 -9.638 13.629  0.5353
H -19.752 -10.240 13.102  0.6094
F -11.189 -7.524 17.871  -0.3831
C -11.916 -8.589 18.369  0.3657
C -13.247 -8.731 17.980  -0.5183
C -14.006 -9.811 18.511  -0.0444
C -13.315 -10.664 19.454  -0.6267
C -11.966 -10.497 19.842  -0.5019
C -11.298 -9.408 19.321  -0.5080
H -13.715 -7.989 17.350  0.4918
H -15.030 -9.922 18.184  0.3929
H -13.760 -11.566 19.848  0.4473
H -11.601 -11.169 20.605  0.4319
H -10.320 -9.204 19.732  0.4437
F -18.985 -17.451 11.356  -0.3001
C -17.645 -17.639 11.041  0.2101
C -16.681 -17.015 11.763  0.1533
C -15.336 -17.187 11.432  -0.1241
C -15.044 -18.010 10.335  -0.7320
C -16.061 -18.674 9.646  -0.4715
C -17.403 -18.464 9.961  -0.6025
H -17.062 -16.422 12.581  0.0911
H -14.571 -16.645 11.969  0.5715
H -14.017 -18.164 10.039  0.4387
H -15.828 -19.264 8.772  0.3528
H -18.214 -18.929 9.420  0.4673
F -18.443 -10.512 20.458  -0.3414
C -18.226 -9.920 19.246  0.3469
C -18.495 -10.630 18.082  -0.4646
C -18.275 -10.093 16.808  -0.3209
C -17.784 -8.821 16.704  -0.1606
C -17.584 -8.059 17.866  -0.7712
C -17.825 -8.602 19.105  -0.4142
H -18.780 -11.667 18.181  0.3769
H -18.294 -10.734 15.939  0.4947
H -17.659 -8.363 15.733  0.5074
H -17.306 -7.015 17.861  0.4077
H -17.495 -8.044 19.969  0.3932
C -21.015 -14.678 12.728  -1.2997
C -19.955 -13.686 12.097  0.5524
C -20.621 -12.546 11.282  -0.2073
C -21.726 -12.863 10.388  0.0432
N -22.643 -13.104 9.764  -0.4951
H -20.525 -15.218 13.538  0.2861
H -21.351 -15.384 11.968  0.3594
H -21.894 -14.195 13.154  0.4021
H -19.231 -14.082 11.385  0.3276
H -19.355 -13.223 12.881  -0.3387
H -19.892 -12.008 10.676  0.2559
H -21.041 -11.833 11.993  0.1047
C -15.103 -15.537 20.413  -1.1586
C -15.851 -16.769 19.870  -0.2543
C -17.358 -16.618 19.623  -0.3100
C -17.611 -15.471 18.804  0.3145
N -17.868 -14.562 18.142  -0.4557
H -15.101 -14.724 19.687  0.1601
H -14.050 -15.714 20.631  0.4168
H -15.549 -15.142 21.325  0.3525
H -15.565 -17.575 20.546  0.3916
H -15.389 -17.060 18.926  0.0419
H -17.884 -16.538 20.574  0.3552
H -17.714 -17.544 19.173  0.1990

**HOMO energy**: -9.142 eV
**Kohn-Sham gap**: 9.64 eV
**E_LUMO**: 0.50 eV
**SMILES**: Fc1ccccc1.Fc1ccccc1.Fc1ccccc1.Fc1ccccc1.Fc1ccccc1.Fc1ccccc1.Fc1ccccc1.Fc1ccccc1.Fc1ccccc1.CCCC#N.CCCC#N

***

[2]
DFT (ωB97M-V/def2-TZVPD) results for a structure of composition C4H15NO3.

Each line ends with the Mulliken charge.
CARTESIAN COORDINATES (ANGSTROEM)
C -0.521 2.582 -0.704  -1.2633
C -0.767 1.076 -0.902  0.5728
C -0.604 0.177 0.219  -0.1693
N -0.110 -1.083 -0.138  -0.4755
C -2.244 0.912 -1.432  -1.5616
H -0.791 3.146 -1.588  0.4317
H 0.521 2.660 -0.398  0.3201
H -1.164 2.836 0.138  0.3745
H -0.496 0.787 1.131  0.3693
H -0.728 -1.816 0.224  0.3180
H -0.344 0.739 -1.899  0.2097
H -2.966 1.113 -0.606  0.3926
H -2.580 -0.069 -1.765  0.4089
H -2.493 1.655 -2.182  0.4009
H 1.463 -3.033 1.862  0.4085
H 2.261 -0.049 0.558  0.3999
O 1.520 -3.767 2.557  -0.7114
H 0.843 -1.391 0.301  0.4869
H 1.183 0.652 -0.102  0.2497
O 2.097 0.764 0.071  -0.7199
H 1.466 -3.389 3.435  0.2740
H 2.590 -2.522 0.447  0.2404
O 1.863 -1.981 0.772  -0.9570

**HOMO energy**: -9.523 eV
**Kohn-Sham gap**: 7.01 eV
**E_LUMO**: -2.52 eV

***

[3]
DFT (ωB97M-V/def2-TZVPD) results for a cluster of 2 separate species, C2Cl3F in total.

Each line ends with the Mulliken charge.
CARTESIAN COORDINATES (ANGSTROEM)
C -0.444 0.535 -1.365  0.1256
C 0.567 -0.406 1.292  0.0934
F 0.614 -0.024 -1.874  -0.0477
Cl -1.790 -0.308 -2.054  -0.0769
Cl 1.443 -1.882 1.313  -0.0592
Cl 0.749 0.377 2.731  -0.0352

**HOMO energy**: -9.445 eV
**Kohn-Sham gap**: 8.32 eV
**E_LUMO**: -1.13 eV

***

[4]
DFT (ωB97M-V/def2-TZVPD) results for a structure of composition C14H29ClF6IN3NbO7.

Each line ends with the Mulliken charge.
CARTESIAN COORDINATES (ANGSTROEM)
C 2.066 3.935 -2.152  -1.3705
C 1.073 2.751 -2.129  0.0739
C 1.246 1.847 -0.904  -0.2722
Cl 1.011 2.970 0.514  -0.0915
Nb -0.223 0.075 -0.816  -1.0206
C 0.156 -0.295 -3.007  -1.2519
I -0.840 0.215 1.981  -0.2785
C -1.690 -1.693 -1.087  -1.0832
O -0.988 -2.959 -1.402  -0.2956
C -1.760 -3.970 -1.810  1.0085
F -2.235 -3.799 -3.085  -0.3036
F -2.857 -4.192 -1.037  -0.2786
F -1.030 -5.123 -1.813  -0.2564
C -1.996 1.407 -1.240  -0.7670
C -3.385 1.018 -0.706  0.8093
O -4.242 0.641 -1.792  -0.6153
C -4.110 2.180 -0.002  -0.9343
N -4.327 2.019 1.434  -0.6622
C 1.303 -1.542 -0.355  -1.0366
C 2.656 -1.069 0.134  0.5029
O 3.465 -0.661 -0.958  -0.6979
C 3.407 -2.182 0.888  0.5299
F 3.155 -2.128 2.218  -0.2953
F 4.760 -2.099 0.747  -0.3093
F 3.054 -3.423 0.466  -0.2582
H 2.995 3.686 -1.661  0.2903
H 1.625 4.778 -1.639  0.3316
H 2.252 4.260 -3.168  0.4224
H 0.081 3.177 -2.133  0.2033
H 1.276 2.175 -3.020  -0.0352
H 2.298 1.587 -0.885  0.6352
H 0.883 -1.089 -3.125  0.3610
H -0.761 -0.591 -3.501  0.4107
H 0.529 0.588 -3.512  0.4157
H -2.175 -1.837 -0.132  0.4451
H -2.399 -1.532 -1.890  0.4814
H -1.713 2.353 -0.785  0.4665
H -2.048 1.549 -2.315  0.3510
H -3.335 0.216 0.022  -0.1650
H -3.947 -0.202 -2.135  0.3601
H -3.597 3.114 -0.180  0.3769
H -5.083 2.267 -0.472  0.3274
H -4.547 1.060 1.643  0.2872
H -3.485 2.274 1.927  0.2695
H 1.420 -2.204 -1.205  0.5551
H 0.861 -2.172 0.415  0.6093
H 2.564 -0.223 0.805  0.3701
H 3.032 -0.952 -1.758  0.4030
C 1.036 5.418 4.497  -0.7645
N 0.586 5.387 3.078  0.8687
O -0.558 5.062 2.859  -0.4862
O 1.407 5.684 2.242  -0.4931
H 0.203 5.128 5.125  0.2986
H 1.862 4.721 4.587  0.2930
H 1.362 6.431 4.710  0.2847
C 1.457 -5.883 1.994  -0.6326
N 1.304 -6.801 3.156  0.9134
O 1.974 -6.589 4.142  -0.5404
O 0.516 -7.713 3.036  -0.5644
H 2.189 -5.126 2.244  0.2561
H 1.781 -6.481 1.148  0.2744
H 0.485 -5.441 1.797  0.2739

**HOMO energy**: -5.644 eV
**Kohn-Sham gap**: 7.11 eV
**E_LUMO**: 1.47 eV
**Total charge**: -1

***

[5]
DFT (ωB97M-V/def2-TZVPD) results for a cluster of 2 separate species, C4H9NOS in total.

Each line ends with the Mulliken charge.
CARTESIAN COORDINATES (ANGSTROEM)
C 0.229 -1.413 1.723  -0.5757
N -0.616 -1.263 0.446  -0.3609
C -1.091 0.028 -0.080  0.1858
C -0.170 1.132 -0.619  -0.5232
S 1.616 0.694 -0.656  -0.2008
C -2.433 0.152 -0.035  -0.0078
O -3.231 1.170 -0.229  -0.5105
H -0.336 -0.898 2.478  0.2677
H 0.422 -2.453 2.000  0.2634
H 1.212 -0.802 1.409  0.1851
H -0.141 -1.791 -0.358  0.3124
H 4.423 1.462 -1.835  -0.0377
H -0.378 1.036 -1.736  0.3071
H -0.489 2.168 -0.309  0.4048
H 4.039 1.672 -2.407  0.0291
H -3.057 -0.893 0.207  0.2611

**HOMO energy**: -8.409 eV
**Kohn-Sham gap**: 4.84 eV
**E_LUMO**: -3.57 eV

***

[6]
DFT (ωB97M-V/def2-TZVPD) results for a cluster of 2 separate species, C3H8NO in total.

Each line ends with the Mulliken charge.
CARTESIAN COORDINATES (ANGSTROEM)
C -0.468 -0.119 -0.541  -0.3294
N -2.071 -0.088 -0.471  -0.7800
C 0.013 0.311 0.890  -0.8051
C 1.118 0.534 -0.064  0.1054
O 2.140 -0.203 -0.127  -0.7175
H -1.061 0.734 -1.046  0.3000
H -1.928 -1.909 2.114  0.2493
H -0.132 -1.103 -0.859  0.2227
H -2.364 -0.502 -1.365  0.1304
H -0.568 1.154 1.243  0.1820
H 0.221 -0.426 1.654  0.3931
H -1.817 -1.298 1.687  -0.2578
H 1.253 1.546 -0.490  0.3068

**HOMO energy**: -2.100 eV
**Kohn-Sham gap**: 6.73 eV
**E_LUMO**: 4.63 eV
**Total charge**: -1